(1)
The following is a quantum chemistry calculation of a structure of composition C24H26AsN4ReS5, from OMol25.

Values from the calculation:
Kohn-Sham gap = 6.573 eV
Net charge = +2
LUMO energy = -7.43 eV
DFT total energy = -5453.6751 Eh
2S+1 = 1

The geometry in XYZ format:
```
61
Properties=species:S:1:pos:R:3:lowdin_charge:R:1
Re -0.7919 0.4610 -0.0172 0.869
As -3.3944 2.1021 1.1778 -0.113
S -5.0201 3.2976 1.3219 0.170
S -1.5356 -0.0466 3.1890 0.687
S -1.5039 2.6565 -0.0161 0.172
S -2.9942 -0.0539 0.6916 0.120
S -2.4273 1.7617 3.4257 0.302
N 1.2438 1.2499 0.2022 -0.052
N -0.3249 0.3638 2.0948 -0.401
N 1.1940 0.9309 3.7429 0.179
N -0.7766 -0.0624 -1.6044 -0.139
C -1.1741 -1.3408 -5.1270 -0.008
C 1.7838 1.3177 1.4477 -0.153
C 0.6364 0.2682 4.8634 -0.210
C 0.5775 -2.6871 -1.4628 -0.331
C 3.0800 1.6990 1.7032 0.033
C -1.1596 -1.0878 5.7489 -0.025
C 0.7650 -0.5343 7.0725 -0.035
C -1.1859 -0.4420 -4.0646 -0.115
C 1.3437 0.1803 6.0276 0.022
C -0.2928 -3.0831 -3.7528 -0.013
C -0.2337 -2.2208 -2.6731 -0.147
C -0.4233 -1.1985 6.9723 -0.019
C -0.7726 -2.6606 -4.9928 -0.010
C -1.7152 0.9908 -4.2765 -0.373
C 3.2462 2.1802 -0.6170 0.009
C 1.9847 1.6777 -0.8157 -0.085
C -0.7420 -0.9188 -2.8067 -0.138
C -0.6483 -0.2930 4.7383 -0.365
C 3.8177 2.1282 0.6254 -0.002
C -0.7486 2.0974 -3.8014 -0.069
C 0.8255 0.8238 2.4965 -0.313
C 1.9823 -2.1517 -1.5683 -0.053
C 0.0026 -2.2032 -0.1082 -0.087
C -3.0551 1.1750 -3.6504 -0.054
H -3.8106 0.6526 -4.2200 0.096
H 2.1482 -1.0698 -1.2929 0.082
H 1.3173 -0.5731 8.0184 0.137
H 3.5501 1.6028 2.6847 0.137
H -1.4778 -0.9648 -6.0868 0.122
H 0.2898 1.7932 -3.9515 0.072
H 0.5672 -3.7737 -1.4597 0.147
H 0.4157 -2.7468 0.7102 0.090
H 4.8541 2.4177 0.7650 0.141
H -2.1537 -1.5101 5.7621 0.128
H -0.8428 -1.8063 7.8121 0.147
H -0.9604 3.0682 -4.3224 0.107
H 1.5531 1.5912 -1.7791 0.106
H 2.0438 1.4135 3.9855 0.154
H -3.0625 0.8073 -2.6330 0.058
H -1.8530 1.0755 -5.3613 0.137
H -1.0609 -2.3562 0.0055 0.077
H -0.7383 -3.2823 -5.8764 0.123
H 0.1519 -4.0437 -3.6861 0.116
H 2.2722 0.6815 6.0699 0.122
H 0.4203 -1.1685 0.0557 0.013
H 2.6319 -2.7839 -0.9640 0.090
H -3.1879 2.2341 -3.6453 0.082
H 2.4061 -2.3647 -2.5691 0.105
H -0.8956 2.3023 -2.7131 0.011
H 3.8588 2.4268 -1.4949 0.147
```



(2)
The following is a quantum chemistry calculation of a cluster of 3 separate species, C24H26BCl2F2N2O6 in total, from OMol25.

Values from the calculation:
Kohn-Sham gap = 8.179 eV
Net charge = +1
LUMO energy = -2.99 eV
DFT total energy = -2635.8776 Eh
2S+1 = 1

The geometry in XYZ format:
```
63
Properties=species:S:1:pos:R:3:lowdin_charge:R:1
Cl 3.3510 -5.5489 1.7257 0.646
Cl 0.5722 -4.6805 0.9182 0.702
F -0.4289 4.0205 -2.5502 0.025
F -1.5973 -3.4258 3.1154 0.019
O -2.2552 1.1036 -2.1491 0.121
O -3.0568 -1.4006 -1.0094 0.097
O 2.8411 1.1685 -2.0114 -0.081
O 0.0505 1.4082 -2.7582 0.134
O -2.9489 -0.8352 1.1540 0.112
O 3.9792 2.4620 -3.4895 0.116
N 2.2835 -0.8005 0.7301 0.148
N 0.3874 0.0468 0.2331 0.052
C 3.0469 -3.8134 1.4142 -0.659
C -2.4429 -1.3944 0.2188 -0.499
C -1.1727 6.1721 -1.9101 -0.020
C 4.2659 -2.8755 1.5531 -0.101
C -1.1778 7.5451 -2.1174 -0.071
C 0.2881 5.8915 -3.8063 -0.010
C -4.3418 -6.3460 4.0267 -0.086
C -2.2002 -5.3132 4.3954 -0.017
C 0.1794 -1.3148 0.4239 -0.038
C -4.6273 -5.4100 3.0406 -0.074
C 3.5606 1.5535 -0.8307 -0.153
C 1.8052 -3.3739 1.0464 -0.525
C -3.7030 -4.4193 2.7358 -0.016
C 2.4643 1.7297 0.3051 -0.017
C -2.5002 -4.3863 3.4156 -0.285
C 1.7074 0.3890 0.4246 -0.145
C 0.2736 7.2634 -4.0190 -0.067
C -1.1042 -2.1582 0.2793 -0.035
C -0.5868 1.0891 -0.1670 0.025
C -0.4569 8.0894 -3.1736 -0.079
C 3.5736 1.3873 -3.1758 -0.291
C -3.1301 -6.2966 4.7064 -0.074
C 1.4724 -1.9302 0.7742 -0.077
C -0.4378 5.3657 -2.7564 -0.262
B -0.8913 1.1961 -1.7573 -0.542
H 5.2329 -3.4260 1.6783 0.091
H -3.7628 -0.7298 -1.0233 0.131
H -1.1545 -2.8276 1.1785 0.072
H 0.8586 5.2325 -4.4495 0.122
H 3.0344 1.8640 1.2652 0.142
H -5.5698 -5.4513 2.5088 0.109
H -3.9119 -3.6754 1.9762 0.110
H -1.7439 8.1898 -1.4567 0.111
H -1.7349 5.7281 -1.0973 0.115
H 1.8143 2.6094 0.1112 0.127
H 0.8318 7.6875 -4.8442 0.112
H 4.3748 -2.3299 0.5708 0.085
H -0.4650 9.1602 -3.3371 0.109
H -0.9635 -2.8561 -0.5883 0.132
H -2.9101 -7.0243 5.4776 0.109
H 0.1508 2.3782 -2.8763 0.092
H -1.2475 -5.2632 4.9082 0.118
H -0.1510 2.0828 0.1351 0.129
H -5.0645 -7.1163 4.2675 0.106
H 4.2096 0.6755 -0.5491 0.128
H 3.2876 -0.7649 0.8815 0.126
H 4.1629 -2.0915 2.3419 0.095
H 3.7687 0.5097 -3.8444 0.164
H -2.7305 1.7957 -1.6476 0.119
H 4.1863 2.4664 -0.9573 0.143
H -1.5448 1.0180 0.4153 0.129
```



(3)
The following is a quantum chemistry calculation of a structure of composition C24H26BCl2O3, from OMol25.

Values from the calculation:
Kohn-Sham gap = 3.580 eV
Net charge = +1
LUMO energy = -6.51 eV
DFT total energy = -2100.8262 Eh
2S+1 = 1

The geometry in XYZ format:
```
56
Properties=species:S:1:pos:R:3:lowdin_charge:R:1
Cl -4.8089 -4.8096 -0.4316 0.795
Cl -2.9995 4.3640 4.8750 0.755
O 2.1127 0.7585 -1.5546 0.119
O 4.9103 0.7170 -0.5313 0.055
O 1.8828 -1.5424 -1.0148 0.138
C -4.0702 -2.7482 1.1386 -0.052
C -2.5108 1.3932 1.4979 -0.217
C -2.3756 1.9477 3.8615 -0.065
C -2.7959 3.2532 3.5883 -0.648
C 0.2412 -1.4302 -2.7461 0.006
C 6.1859 -1.0919 -0.0914 -0.014
C -3.1301 -0.6706 0.2634 -0.202
C 6.1879 0.2339 -0.4640 -0.324
C 0.7257 0.5783 -1.1402 -0.408
C -2.2966 1.0159 2.8375 -0.024
C 7.2950 1.0525 -0.9213 -0.014
C 0.7651 1.1122 0.3357 0.027
C -4.2510 -3.2166 -0.1698 -0.629
C -4.1024 -2.3309 -1.2511 -0.064
C 4.8170 -1.4602 0.0549 -0.009
C -0.0009 1.4799 -2.1336 -0.006
C -0.3385 -1.7809 -0.3102 0.012
C -3.6046 -1.0551 -1.0361 0.013
C -3.1291 3.6301 2.2755 -0.065
C -3.5433 -1.4803 1.3544 0.031
C -2.9818 2.7156 1.2360 0.017
C 0.5373 -1.0254 -1.2849 -0.398
C 4.0295 -0.3609 -0.2672 -0.073
C -2.2211 0.4475 0.4171 0.119
B 2.6400 -0.4059 -1.0200 -0.596
H 4.4457 -2.4342 0.3561 0.118
H -3.4976 -0.3496 -1.8685 0.137
H -0.5231 -1.1806 0.5902 0.074
H 0.9076 -0.8848 -3.4362 0.105
H 0.1216 2.5286 -1.8241 0.102
H -1.3055 -2.0476 -0.7620 0.073
H -4.3531 -3.3805 1.9757 0.124
H -1.8713 0.9026 -0.5183 0.110
H 1.1396 2.1517 0.3209 0.117
H -1.0687 1.2870 -2.2672 0.068
H -4.3883 -2.6647 -2.2414 0.123
H 7.1620 1.3910 -1.9544 0.097
H 1.4897 0.5456 0.9556 0.111
H 7.4487 1.9298 -0.2885 0.093
H -2.1225 1.6633 4.8716 0.117
H -0.8009 -1.2210 -3.0181 0.083
H -0.1956 1.1080 0.8667 0.044
H 0.1551 -2.7218 0.0329 0.127
H -3.4979 4.6365 2.0949 0.120
H -3.2243 3.0096 0.2079 0.132
H 0.4865 1.3850 -3.1187 0.106
H 0.4225 -2.5061 -2.8689 0.105
H 7.0626 -1.7303 -0.0121 0.116
H -3.3643 -1.1442 2.3709 0.111
H -1.9946 -0.0031 3.0531 0.117
H 8.1964 0.4395 -0.8854 0.091
```